Record 1
The following is a DFT calculation (ωB97M-V/def2-TZVPD) of a gas-phase ion, C3H6N2O2 (charge +1).

Output
LUMO level (spin up / spin down) = -0.1943 / -0.3396 Ha
Expectation value of S² = 0.77
Spin multiplicity = 2
Energy above the lowest of the compared OMol25 structures with the same formula, charge and spin = 203.2 kJ/mol
HOMO energy (spin up / spin down) = -15.138 / -15.079 eV
Net charge = +1
Energy = -377.512709 a.u.

Last column: Löwdin charge in e.
Element x y z (Å)
1 O -0.715 -0.842 2.016  0.07
2 C -0.637 0.334 1.651  -0.21
3 C 0.520 1.054 0.995  -0.11
4 N 0.334 1.058 -0.472  0.10
5 C 0.400 -0.126 -1.173  -0.36
6 N -0.103 -1.315 -0.651  0.32
7 O 0.381 -0.116 -2.460  0.31
8 H -1.612 0.989 1.652  0.17
9 H 1.369 0.499 1.360  0.14
10 H 0.624 2.104 1.384  0.16
11 H -0.512 1.543 -0.758  0.17
12 H -0.014 -2.069 -1.341  0.17
13 H -0.496 -1.177 0.274  0.08

Record 2
The following is a DFT calculation (ωB97M-V/def2-TZVPD) of 2 unconnected molecules or ions with the total composition C6H8ClNO3S.

Output
LUMO level = 0.0087 Ha
SMILES = COC(=O)C/N=C\S.O=C=CCl
Energy above the lowest of the compared OMol25 structures with the same formula, charge and spin = 98.1 kJ/mol
HOMO energy = -8.802 eV
Energy = -1372.177000 a.u.

Last column: Löwdin charge in e.
Element x y z (Å)
1 C 3.428 1.029 -0.268  -0.24
2 C -0.826 -0.616 -0.430  -0.47
3 C 2.517 0.195 0.252  -0.55
4 C -0.712 2.539 1.049  -0.56
5 C -0.463 -2.797 -1.215  -0.08
6 C -1.144 0.144 0.828  -0.16
7 N -0.427 1.320 1.162  -0.04
8 O 4.220 1.572 -0.944  0.16
9 O -0.748 -0.216 -1.585  0.08
10 O -0.701 -1.938 -0.150  -0.07
11 S -2.041 3.273 0.180  0.79
12 Cl 3.104 -1.033 1.319  0.60
13 H 1.463 0.190 0.074  0.02
14 H -0.047 3.253 1.485  0.06
15 H -0.951 -2.237 -2.136  0.13
16 H -1.077 -3.708 -1.047  0.09
17 H 0.651 -3.062 -1.278  0.12
18 H -1.134 -0.393 1.807  0.15
19 H -2.238 0.252 0.632  0.12
20 H -2.872 2.234 0.266  -0.15

Record 3
The following is a DFT calculation (ωB97M-V/def2-TZVPD) of a molecular structure, C21H17IN5O7P2W.

Output
LUMO level (spin up / spin down) = -0.1437 / -0.1680 Ha
Expectation value of S² = 2.06
Spin multiplicity = 3
Energy above the lowest of the compared OMol25 structures with the same formula, charge and spin = 776.7 kJ/mol
HOMO energy (spin up / spin down) = -9.980 / -9.969 eV
Net charge = +1
Energy = -2658.343360 a.u.

Last column: Löwdin charge in e.
Element x y z (Å)
1 W -1.134 -0.629 -0.281  1.72
2 C -0.014 -0.042 -4.371  0.04
3 C -0.472 -0.223 -3.066  -0.34
4 N 0.210 0.049 -1.958  0.08
5 C 1.478 0.595 -2.078  -0.06
6 C 1.994 0.833 -3.381  -0.14
7 C 1.223 0.491 -4.514  0.03
8 C 3.266 1.403 -3.618  0.00
9 C 4.081 1.747 -2.569  -0.05
10 C 3.634 1.506 -1.291  0.03
11 C 2.366 0.937 -0.955  -0.18
12 N 2.261 0.818 0.356  0.19
13 C 1.197 0.325 1.124  -0.42
14 C 0.723 -1.063 0.710  -0.19
15 C -0.371 -1.512 1.525  -0.24
16 C -0.664 -0.563 2.673  -0.21
17 C -1.048 0.713 1.966  -0.18
18 C -2.111 1.582 2.278  -0.01
19 C -2.181 2.776 1.610  -0.02
20 C -1.190 3.098 0.657  -0.09
21 N -0.140 2.349 0.414  0.17
22 C -0.070 1.178 1.078  -0.25
23 H -0.648 -0.300 -5.207  0.14
24 H -2.070 -1.252 -3.530  0.15
25 H 1.635 0.672 -5.498  0.14
26 H 3.572 1.557 -4.644  0.12
27 H 5.053 2.188 -2.735  0.12
28 H 4.249 1.754 -0.438  0.12
29 H 1.396 -1.734 0.189  0.14
30 H -0.601 -2.566 1.619  0.11
31 H -1.456 -0.930 3.323  0.15
32 H -2.821 1.313 3.053  0.14
33 H -2.966 3.493 1.812  0.12
34 H -1.255 4.033 0.114  0.12
35 O -2.764 -3.899 0.486  -0.07
36 P -2.804 -2.835 -0.674  0.21
37 O -3.674 -3.111 -1.809  -0.23
38 O -1.293 -2.488 -0.964  -0.36
39 O -3.130 -1.419 0.078  -0.49
40 P -3.959 0.056 -0.763  0.87
41 O -4.716 0.624 0.514  -0.22
42 O -1.720 -0.676 -2.838  0.01
43 O -2.544 0.761 -0.738  -0.55
44 H -3.482 -4.543 0.439  0.11
45 H -4.148 0.959 1.224  0.04
46 I 0.552 -3.108 4.855  0.93
47 C 1.399 -1.555 3.800  -0.74
48 C 2.652 -1.435 3.370  -0.15
49 N 2.871 -0.180 2.809  0.04
50 N 1.597 0.436 2.567  0.01
51 C 0.646 -0.297 3.447  -0.26
52 H 3.475 -2.124 3.486  0.12
53 H 3.483 -0.078 2.010  0.12
54 H 0.433 0.313 4.332  0.15

Record 4
The following is a DFT calculation (ωB97M-V/def2-TZVPD) of a molecular structure, C24H32B2BaBr16O16.

Output
LUMO level = -0.0918 Ha
HOMO energy = -9.532 eV
Energy = -43397.476047 a.u.

Last column: Löwdin charge in e.
Element x y z (Å)
1 Ba -2.396 6.092 -0.767  1.91
2 O 0.428 -2.361 0.467  0.14
3 C 0.567 -1.175 0.392  -0.36
4 O -0.339 -0.295 0.018  0.23
5 B 0.176 1.076 0.031  -0.84
6 O 1.621 0.914 0.341  0.15
7 C 1.870 -0.381 0.548  -0.36
8 O 2.950 -0.814 0.796  0.13
9 O -0.503 1.942 1.014  0.25
10 C -1.084 2.955 0.425  -0.40
11 O -1.797 3.810 0.876  -0.03
12 C -0.711 2.883 -1.087  -0.46
13 O -0.105 1.776 -1.260  0.24
14 O -1.062 3.746 -1.852  -0.01
15 O -3.148 4.834 -3.274  -0.01
16 C -4.086 4.055 -3.219  -0.43
17 O -4.694 3.435 -4.163  0.28
18 B -5.956 2.830 -3.553  -0.84
19 O -5.781 3.061 -2.105  0.28
20 C -4.675 3.686 -1.865  -0.40
21 O -4.246 3.973 -0.759  -0.02
22 O -7.120 3.473 -4.151  0.24
23 C -7.849 2.577 -4.803  -0.38
24 O -8.830 2.801 -5.430  0.18
25 C -7.216 1.177 -4.525  -0.38
26 O -6.114 1.405 -3.824  0.22
27 O -7.716 0.133 -4.759  0.19
28 Br 4.612 2.344 -0.557  0.94
29 C 4.876 1.843 1.325  -0.58
30 C 3.557 2.012 2.045  -0.71
31 Br 3.864 1.535 3.888  0.69
32 H 5.697 2.404 1.771  0.06
33 H 5.245 0.820 1.386  0.06
34 H 2.867 1.292 1.602  0.01
35 H 3.099 2.989 1.921  0.05
36 Br -0.735 -3.129 -3.112  0.69
37 C -0.739 -5.031 -2.742  -0.64
38 C -0.341 -5.121 -1.282  -0.72
39 Br 0.171 -6.925 -0.733  0.63
40 H 0.000 -5.464 -3.409  0.05
41 H -1.706 -5.487 -2.936  0.07
42 H -1.104 -4.760 -0.597  0.05
43 H 0.539 -4.511 -1.102  0.00
44 Br 1.307 5.753 -0.468  0.59
45 C 2.496 4.301 -1.131  -0.65
46 C 3.934 4.732 -1.001  -0.83
47 Br 4.265 6.339 -2.134  0.58
48 H 2.234 4.157 -2.174  0.08
49 H 2.258 3.415 -0.547  0.01
50 H 4.587 4.036 -1.524  -0.11
51 H 4.314 4.905 -0.001  0.06
52 Br 5.525 -4.111 -0.585  0.62
53 C 4.560 -2.565 -1.329  -0.68
54 C 3.122 -2.855 -1.653  -0.65
55 Br 2.561 -1.512 -2.989  0.64
56 H 5.151 -2.240 -2.174  0.04
57 H 4.623 -1.799 -0.556  0.03
58 H 2.369 -2.874 -0.872  0.01
59 H 3.080 -3.807 -2.185  0.05
60 Br 0.079 5.340 3.352  0.61
61 C 0.691 3.574 3.923  -0.68
62 C -0.446 2.631 4.226  -0.66
63 Br -1.529 3.327 5.716  0.60
64 H 1.349 3.708 4.776  0.05
65 H 1.323 3.219 3.110  0.01
66 H -0.231 1.589 4.450  0.07
67 H -1.166 2.566 3.417  0.03
68 Br -4.312 -2.855 0.510  0.63
69 C -3.242 -1.953 -0.901  -0.71
70 C -3.834 -0.643 -1.330  -0.61
71 Br -2.669 0.038 -2.779  0.70
72 H -3.081 -2.677 -1.694  0.00
73 H -2.235 -1.860 -0.499  0.02
74 H -3.896 0.057 -0.500  0.06
75 H -4.835 -0.742 -1.741  0.06
76 Br 0.229 -5.122 4.652  0.64
77 C -0.282 -4.778 2.744  -0.70
78 C -1.523 -3.902 2.758  -0.71
79 Br -3.132 -4.859 3.324  0.58
80 H -0.493 -5.662 2.151  0.04
81 H 0.531 -4.204 2.310  -0.09
82 H -1.753 -3.662 1.717  -0.01
83 H -1.459 -2.964 3.299  0.06
84 Br 4.527 -2.067 4.276  0.61
85 C 3.929 -3.097 2.728  -0.71
86 C 2.858 -4.081 3.134  -0.65
87 Br 2.414 -5.083 1.493  0.72
88 H 4.865 -3.486 2.343  0.02
89 H 3.540 -2.386 2.003  0.01
90 H 2.013 -3.512 3.505  0.01
91 H 3.299 -4.749 3.867  0.06